Formula: C31H25IrN6O3P2S2
Source: the Open Molecules 2025 dataset
Level of theory: wB97M-V/def2-TZVPD

Each line ends with the Mulliken charge.
Geometry (Å):
Ir: -0.485 0.063 -0.034  0.459
S: 0.087 0.178 -2.376  -0.622
S: 0.085 -0.236 2.311  -0.792
P: 1.980 -0.412 1.524  1.105
P: 1.999 0.197 -1.620  1.176
O: -0.350 -1.976 -0.184  -0.396
O: -2.042 -2.173 -1.557  -0.644
O: -0.647 -3.791 -1.276  -0.644
N: -2.612 0.295 -0.064  0.036
N: -1.095 4.830 -0.038  -0.631
N: -4.743 0.541 -0.116  0.140
N: -1.027 -2.654 -1.075  0.908
N: -4.271 1.802 -0.046  -0.751
N: -0.674 2.086 0.166  0.378
C: -3.750 -0.358 -0.134  -0.312
C: 2.647 -2.070 1.810  0.657
C: 3.560 2.448 -1.116  0.156
C: 3.212 0.643 2.344  0.379
C: 2.460 -2.306 -2.726  -0.357
C: 4.127 3.677 -1.427  -0.711
C: 2.838 1.669 3.204  -0.464
C: 4.560 0.471 2.024  -0.209
C: 4.415 -0.918 -2.474  -0.469
C: 5.137 2.348 3.408  -0.515
C: 3.253 -3.327 -3.223  -0.706
C: 3.801 2.517 3.737  -0.685
C: 3.343 -4.701 2.370  -0.542
C: 3.298 3.482 -3.677  -0.687
C: 2.745 -4.385 1.160  -0.981
C: 3.256 -2.391 3.024  -0.572
C: 5.518 1.322 2.550  -0.724
C: 3.603 -3.703 3.302  -0.735
C: 4.626 -3.149 -3.340  -0.556
C: 2.392 -3.073 0.880  0.029
C: -2.976 1.604 -0.024  0.397
C: 0.341 2.944 0.242  -0.183
C: 2.866 1.729 -2.083  0.344
C: -2.106 3.967 -0.093  -0.497
C: 2.743 2.250 -3.369  -0.673
C: 3.985 4.200 -2.704  -0.541
C: 1.570 0.077 -0.015  -0.328
C: 5.207 -1.945 -2.968  -0.671
C: 3.040 -1.097 -2.344  0.648
C: -1.909 2.605 0.024  0.474
C: 0.111 4.311 0.140  -0.580
H: 1.321 2.513 0.385  0.396
H: 4.072 -3.949 4.246  0.413
H: 3.654 2.044 -0.112  0.144
H: -3.870 -1.424 -0.216  0.581
H: 1.894 -2.828 -0.048  0.342
H: 4.869 0.026 -2.197  0.405
H: -5.735 0.378 -0.156  0.174
H: 5.243 -3.948 -3.732  0.390
H: 2.798 -4.264 -3.517  0.450
H: 3.182 3.891 -4.672  0.407
H: 6.276 -1.804 -3.068  0.413
H: 3.506 3.309 4.414  0.410
H: 0.946 4.999 0.199  0.435
H: 3.460 -1.616 3.753  0.402
H: 4.668 4.229 -0.668  0.477
H: -3.106 4.356 -0.238  0.472
H: 5.886 3.012 3.821  0.405
H: 1.388 -2.439 -2.639  0.272
H: 2.192 1.700 -4.123  0.407
H: 2.533 -5.159 0.434  0.451
H: 1.791 1.794 3.454  0.379
H: 3.597 -5.729 2.597  0.391
H: 6.561 1.184 2.297  0.421
H: 4.858 -0.334 1.360  0.462
H: 4.398 5.172 -2.941  0.396

Values from the calculation:
energy: -90722.1342 eV
energy relative to the best compared isomer or geometry (same formula, charge and spin): 0.0000 eV
HOMO level: -7.12 eV
LUMO level: -0.511 eV
largest force on an atom: 1.0 eV/A
HOMO-LUMO gap: 0.243 hartree



Formula: C31H25N4O5P2PtSe2
Source: the Open Molecules 2025 dataset
Level of theory: wB97M-V/def2-TZVPD

Each line ends with the Mulliken charge.
Geometry (Å):
Pt: 0.371 0.656 -0.476  1.087
Se: -0.552 2.315 -1.905  -0.275
Se: 0.590 -0.416 -7.207  -0.204
P: 0.566 1.549 -3.606  -0.091
P: 1.032 -1.913 -5.828  0.867
O: 0.503 1.967 0.993  -0.667
O: -1.195 -1.599 3.243  -0.465
O: 1.850 2.578 2.665  -0.621
O: 1.458 -0.538 1.065  -0.624
O: -1.334 -0.723 1.181  -0.535
N: -0.074 -3.312 0.004  -0.457
N: 0.311 -0.600 -2.067  -0.150
N: 0.455 -2.491 -3.245  -0.598
N: 0.289 -1.940 -2.053  0.453
C: -0.302 3.356 -7.114  -0.772
C: 1.531 1.809 1.799  0.772
C: -0.248 2.067 -5.097  0.825
C: 4.466 1.668 -4.658  -0.902
C: -0.688 -1.144 2.102  0.641
C: 2.884 2.662 -2.587  -0.566
C: 4.919 -2.185 -4.549  -0.670
C: -1.202 -5.853 -6.417  -0.470
C: 3.398 -2.916 -6.757  -0.399
C: 0.688 -4.662 -5.536  -0.325
C: 4.757 -3.173 -6.737  -0.753
C: -0.004 -5.847 -5.715  -0.742
C: 0.381 2.935 -5.985  -0.145
C: 0.820 -1.274 2.116  -0.819
C: 0.098 -2.672 -0.931  0.528
C: -1.019 -3.486 -6.782  -0.587
C: -2.225 2.058 -6.452  -0.737
C: -1.594 2.910 -7.350  -0.492
C: 0.596 -1.483 -4.084  -0.266
C: 0.492 -0.269 -3.343  0.828
C: 4.249 2.903 -2.597  -0.797
C: 2.325 0.527 1.555  -0.560
C: 3.554 -1.932 -4.562  -0.243
C: 2.789 -2.299 -5.664  0.416
C: 3.103 1.423 -4.663  0.091
C: 5.519 -2.806 -5.634  -0.559
C: -1.709 -4.676 -6.951  -0.658
C: -1.558 1.640 -5.316  -0.550
C: 2.317 1.921 -3.621  0.707
C: 5.036 2.406 -3.628  -0.650
C: 0.177 -3.479 -6.069  0.616
H: 3.058 0.695 0.766  0.348
H: 2.807 -3.193 -7.622  0.430
H: -2.163 -1.555 3.191  0.394
H: -1.390 -2.566 -7.215  0.326
H: 2.262 3.051 -1.790  0.473
H: 2.834 0.207 2.461  0.390
H: 1.207 -0.955 3.083  0.528
H: 1.391 3.277 -5.803  0.427
H: 6.100 2.600 -3.632  0.435
H: 5.511 -1.899 -3.690  0.456
H: 1.623 -4.658 -4.991  0.409
H: 0.393 -6.768 -5.310  0.422
H: -2.119 3.235 -8.238  0.418
H: 4.696 3.487 -1.804  0.482
H: 1.050 -2.330 1.977  0.494
H: 5.225 -3.658 -7.583  0.418
H: -2.636 -4.686 -7.507  0.416
H: -2.049 0.985 -4.605  0.387
H: -1.739 -6.782 -6.557  0.405
H: 0.177 4.030 -7.811  0.428
H: 6.582 -3.006 -5.621  0.417
H: 2.654 0.855 -5.473  0.472
H: 3.104 -1.445 -3.705  0.203
H: 5.081 1.284 -5.461  0.518
H: -3.236 1.723 -6.638  0.422

Values from the calculation:
energy: -201261.7062 eV
net charge: +1
energy relative to the best compared isomer or geometry (same formula, charge and spin): 0.4216 eV
HOMO level: -11.04 eV
LUMO level: -3.839 eV
largest force on an atom: 0.2 eV/A
HOMO-LUMO gap: 0.265 hartree



Formula: C31H26AsAuI2N2O
Source: the Open Molecules 2025 dataset
Level of theory: wB97M-V/def2-TZVPD

Each line ends with the Mulliken charge.
Geometry (Å):
Au: -0.077 -3.386 -0.687  0.414
I: 3.937 -2.944 -3.170  0.116
I: 5.727 0.617 1.320  0.043
As: -0.643 0.459 -0.843  0.803
O: 1.896 -3.722 -0.970  -0.960
N: -1.953 -2.837 -0.056  -0.149
N: 0.329 -2.154 1.732  0.510
C: 3.505 -1.436 1.399  -0.338
C: -2.207 2.965 -0.489  -0.043
C: -2.957 -2.593 -0.904  -0.129
C: 1.245 1.234 1.262  -0.275
C: 2.622 -2.392 0.921  0.509
C: -0.906 -2.770 2.173  -1.200
C: 4.486 -0.891 0.585  -0.542
C: -2.081 1.748 -1.154  0.165
C: 3.752 -2.298 -1.198  -0.737
C: 1.568 -2.921 1.865  -1.525
C: -3.212 -1.837 1.687  -0.653
C: -4.201 3.470 -1.738  -0.437
C: -0.094 1.022 0.948  0.290
C: -0.654 1.267 3.288  -0.912
C: -4.248 -1.570 0.808  -0.282
C: 4.625 -1.336 -0.719  -0.001
C: 0.688 1.467 3.595  -0.607
C: -2.065 -2.469 1.235  0.944
C: 2.026 3.158 -2.741  -0.705
C: 1.633 1.454 2.580  -0.586
C: -3.032 1.404 -2.112  -0.592
C: -1.039 1.043 1.974  -0.102
C: -3.262 3.819 -0.777  -0.755
C: -4.084 2.261 -2.409  -0.717
C: -4.121 -1.960 -0.514  -0.646
C: 0.806 1.285 -1.847  -0.115
C: 1.807 0.430 -2.299  0.004
C: 2.920 0.937 -2.958  -0.427
C: 3.030 2.301 -3.178  -0.630
C: 0.919 2.653 -2.076  -0.226
C: 2.703 -2.831 -0.426  0.753
H: -5.140 -1.060 1.149  0.426
H: 1.345 -3.961 1.616  0.539
H: -5.021 4.139 -1.965  0.389
H: 1.966 -2.909 2.888  0.514
H: -1.478 3.250 0.260  0.468
H: 3.895 2.699 -3.693  0.384
H: -2.802 -2.910 -1.926  0.398
H: -0.768 -3.855 2.176  0.382
H: 3.419 -1.115 2.430  0.441
H: -3.273 -1.545 2.727  0.362
H: 2.109 4.223 -2.917  0.409
H: 0.992 1.638 4.619  0.400
H: 0.144 3.329 -1.735  0.346
H: -2.948 0.458 -2.635  0.392
H: -4.899 -1.773 -1.240  0.432
H: 3.690 0.259 -3.305  0.274
H: -1.205 -2.482 3.188  0.405
H: -4.811 1.984 -3.162  0.405
H: 2.681 1.612 2.804  0.385
H: -3.348 4.764 -0.254  0.400
H: 5.399 -0.939 -1.361  0.393
H: 1.723 -0.640 -2.136  0.233
H: -2.087 0.885 1.743  0.623
H: -1.399 1.289 4.074  0.411
H: 0.431 -1.204 2.063  -0.392
H: 2.000 1.214 0.484  0.324

Values from the calculation:
energy: -118328.7728 eV
energy relative to the best compared isomer or geometry (same formula, charge and spin): 0.2507 eV
HOMO level: -7.47 eV
LUMO level: -0.181 eV
largest force on an atom: 0.1 eV/A
HOMO-LUMO gap: 0.268 hartree



Formula: C31H26AuCl2N5O2Se
Source: the Open Molecules 2025 dataset
Level of theory: wB97M-V/def2-TZVPD

Each line ends with the Mulliken charge.
Geometry (Å):
Au: 0.321 0.172 -1.883  0.105
Se: 2.064 -1.466 -1.931  -0.202
Cl: -0.220 0.849 4.660  -0.171
Cl: -2.153 -1.518 0.098  -0.211
O: 0.796 3.007 -2.327  -0.547
O: 0.584 4.758 0.087  -0.571
N: 0.626 -3.686 -3.027  0.016
N: 2.789 2.714 -1.228  -0.227
N: -0.067 -0.171 1.609  1.384
N: 0.941 -3.937 -0.896  0.429
N: -1.047 1.809 -1.583  -0.259
C: 1.115 -3.103 -1.926  -0.139
C: 0.087 2.670 1.115  -1.930
C: -0.595 5.435 -2.351  -0.689
C: -0.094 -6.242 -0.676  -0.579
C: -2.554 -0.384 4.416  -0.651
C: 3.468 1.871 2.637  -0.840
C: 1.136 0.524 1.924  -0.973
C: 1.461 5.009 -1.038  -0.321
C: -2.261 -1.097 1.799  0.815
C: 1.373 -3.738 0.478  -1.004
C: 2.410 2.558 2.066  -0.495
C: 0.702 5.733 -2.071  -1.088
C: 0.466 3.428 -0.124  1.464
C: -3.429 -1.422 2.459  -0.621
C: -0.512 -5.914 -3.485  -0.945
C: 1.604 3.412 -1.248  0.079
C: -1.240 4.225 -1.980  0.641
C: 3.369 0.499 2.833  -0.921
C: -1.185 -0.419 2.397  -0.354
C: 1.251 1.891 1.682  1.458
C: -1.389 -0.051 3.741  0.388
C: -2.332 1.747 -1.424  -0.034
C: -0.440 3.068 -1.677  1.187
C: 0.094 -4.931 -2.713  0.422
C: -0.698 -7.220 -1.440  -0.748
C: -2.650 4.101 -1.877  -0.767
C: 0.299 -5.090 -1.348  0.800
C: -3.575 -1.072 3.789  -0.563
C: -0.903 -7.058 -2.820  -0.480
C: 2.206 -0.164 2.484  -0.289
C: -3.178 2.898 -1.532  -0.796
H: -0.229 3.436 1.829  0.504
H: -4.211 -1.947 1.929  0.474
H: -2.649 -0.084 5.450  0.461
H: 1.154 6.607 -2.525  0.520
H: -0.669 -5.793 -4.548  0.424
H: -4.244 2.769 -1.404  0.494
H: 4.188 -0.046 3.282  0.460
H: -1.196 6.157 -2.893  0.524
H: 2.467 3.636 1.952  0.547
H: 0.508 -3.769 1.137  0.389
H: -2.762 0.766 -1.259  0.529
H: 0.665 -3.258 -3.939  0.251
H: -4.479 -1.322 4.325  0.413
H: -0.194 -0.384 0.631  -0.682
H: 3.116 2.439 -2.147  0.332
H: 3.525 3.088 -0.645  0.329
H: 2.074 -4.525 0.750  0.420
H: 4.356 2.403 2.949  0.474
H: -0.758 2.006 0.945  0.185
H: -1.376 -7.856 -3.376  0.411
H: -3.282 4.959 -2.066  0.511
H: -1.021 -8.136 -0.966  0.412
H: 0.063 -6.369 0.386  0.449
H: 2.360 5.521 -0.704  0.648
H: 1.856 -2.769 0.554  0.186
H: 2.096 -1.221 2.682  0.558

Values from the calculation:
energy: -138182.7194 eV
net charge: +2
energy relative to the best compared isomer or geometry (same formula, charge and spin): 2.0668 eV
HOMO level: -12.69 eV
LUMO level: -8.242 eV
largest force on an atom: 1.7 eV/A
HOMO-LUMO gap: 0.164 hartree